{
  "formula": "C66H61AsCsN3O3PTe",
  "method": "wB97M-V/def2-TZVPD",
  "s2": 0.782,
  "total_charge": -2,
  "gap_ha": [0.1738, 0.1737],
  "relative_energy_kj_mol": 20.01,
  "homo_ev": [-1.22, -1.23],
  "multiplicity": 2,
  "symbols": ["Cs", "O", "C", "C", "C", "C", "C", "C", "C", "P", "C", "C", "C", "C", "C", "C", "C", "C", "C", "C", "C", "C", "H", "H", "H", "H", "H", "H", "H", "H", "H", "H", "H", "H", "H", "H", "O", "C", "C", "C", "C", "C", "C", "C", "N", "C", "C", "N", "H", "H", "H", "H", "H", "H", "H", "C", "C", "O", "N", "Te", "C", "C", "C", "C", "C", "C", "C", "C", "C", "C", "C", "C", "C", "C", "C", "C", "C", "C", "H", "H", "H", "H", "H", "H", "H", "H", "H", "H", "H", "H", "H", "H", "H", "H", "H", "H", "H", "H", "H", "H", "H", "H", "H", "C", "C", "C", "C", "C", "C", "As", "C", "C", "C", "C", "C", "C", "C", "C", "C", "C", "C", "C", "H", "H", "H", "H", "H", "H", "H", "H", "H", "H", "H", "H", "H", "H", "H"],
  "xyz": [[-0.717032, 0.701314, -0.115465], [-0.864047, -3.090422, 1.369360], [0.127004, -2.954720, 1.976547], [1.030841, -3.048347, 3.043067], [1.458447, -4.347107, 3.412054], [2.460757, -4.472493, 4.351973], [3.034661, -3.341592, 4.928489], [2.599651, -2.067740, 4.554715], [1.605550, -1.878036, 3.616233], [0.858419, -0.295759, 2.984116], [-0.582355, -0.359071, 4.128501], [-1.819869, -0.607162, 3.542785], [-2.964712, -0.725792, 4.317951], [-2.882346, -0.583773, 5.694574], [-1.648953, -0.354677, 6.292481], [-0.506932, -0.255365, 5.513512], [2.036602, 0.885970, 3.715512], [1.696626, 1.861054, 4.645729], [2.656043, 2.754365, 5.101992], [3.958258, 2.694185, 4.628040], [4.298195, 1.738631, 3.679518], [3.338432, 0.847109, 3.225090], [1.024899, -5.220157, 2.945090], [2.799511, -5.463482, 4.629481], [3.818898, -3.445001, 5.667848], [3.051635, -1.191285, 5.007104], [-1.889010, -0.713015, 2.464744], [-3.918313, -0.900932, 3.836870], [-3.777577, -0.643470, 6.301873], [-1.578202, -0.245788, 7.367963], [0.453695, -0.088511, 5.988665], [0.671619, 1.968257, 4.977612], [2.364677, 3.519597, 5.811622], [4.699251, 3.403668, 4.976455], [5.299919, 1.703739, 3.268875], [3.601524, 0.133468, 2.451674], [-2.653562, 0.695213, -1.711519], [-2.964281, 1.475260, -2.650620], [-3.860306, 2.578259, -2.420409], [-4.136886, 3.527102, -3.364801], [-3.571582, 3.455064, -4.647022], [-2.752782, 2.379290, -4.923541], [-2.440420, 1.381393, -3.992872], [-1.641796, 0.225101, -4.438216], [-1.348250, -0.892384, -3.793702], [-0.713091, -1.706595, -4.699172], [-0.583031, -1.084086, -5.899634], [-1.171108, 0.148040, -5.724742], [-4.282138, 2.639329, -1.425342], [-4.797896, 4.350322, -3.108180], [-3.772762, 4.207153, -5.398072], [-2.344263, 2.327193, -5.928986], [-0.367866, -2.696270, -4.435519], [-0.130894, -1.378725, -6.829336], [-1.260457, 0.862673, -6.420226], [1.321536, 3.966148, 1.713565], [0.717776, 2.572482, 1.572544], [1.358593, 1.805975, 0.744678], [-0.338672, 2.170388, 2.216499], [-1.704958, 3.212461, 3.634813], [-3.230187, 4.393146, 5.102100], [-4.390665, 5.073288, 4.710446], [-4.689253, 5.285305, 3.246876], [-5.308190, 5.562709, 5.641646], [-5.114928, 5.400561, 7.004419], [-6.092630, 5.947016, 8.008823], [-3.975414, 4.716799, 7.410310], [-3.054328, 4.220770, 6.487977], [-1.857616, 3.477338, 7.037225], [-1.486956, 5.060268, 2.604799], [-1.898632, 5.184379, 1.274901], [-2.540004, 4.092545, 0.459764], [-1.747767, 6.412043, 0.623571], [-1.203948, 7.517854, 1.250299], [-1.028712, 8.823963, 0.526089], [-0.802523, 7.375985, 2.572227], [-0.928001, 6.170736, 3.253011], [-0.441819, 6.115259, 4.673556], [2.374042, 3.923940, 1.434969], [1.219678, 4.334090, 2.737048], [0.824811, 4.693096, 1.065914], [-4.524546, 4.365442, 2.682930], [-4.024343, 6.031271, 2.807745], [-5.720037, 5.614609, 3.095186], [-6.197673, 6.081198, 5.289850], [-6.988807, 6.328416, 7.516066], [-5.661728, 6.768946, 8.587404], [-6.410020, 5.185417, 8.725474], [-3.796369, 4.560340, 8.472354], [-1.839023, 3.527533, 8.128130], [-0.923890, 3.887880, 6.645962], [-1.861767, 2.424650, 6.743678], [-2.790226, 3.210416, 1.048078], [-1.903925, 3.772249, -0.371159], [-3.454731, 4.475681, 0.000997], [-2.075878, 6.488345, -0.409312], [-1.539972, 8.810668, -0.437299], [0.026337, 9.037340, 0.333785], [-1.424820, 9.662097, 1.103809], [-0.360695, 8.222442, 3.090987], [0.246942, 6.941315, 4.863445], [0.065938, 5.171074, 4.878092], [-1.272920, 6.173046, 5.379704], [1.265999, -6.285627, -4.541715], [2.191192, -5.280099, -4.782722], [2.284658, -4.193751, -3.922745], [1.446914, -4.101843, -2.815864], [0.510225, -5.105401, -2.588324], [0.424477, -6.198095, -3.442127], [1.460677, -2.619080, -1.551577], [2.583107, -1.325603, -2.479473], [1.935818, -0.217466, -3.012827], [2.665479, 0.768733, -3.666385], [4.040740, 0.649734, -3.783748], [4.691178, -0.455129, -3.249743], [3.964994, -1.440511, -2.597066], [2.805192, -3.265488, -0.289135], [3.234512, -2.334424, 0.657028], [4.171926, -2.683071, 1.613314], [4.687404, -3.974702, 1.641145], [4.254405, -4.906061, 0.712626], [3.316850, -4.554120, -0.254851], [1.191521, -7.129833, -5.216338], [2.842590, -5.336717, -5.646846], [3.002599, -3.408217, -4.125002], [-0.171525, -5.030683, -1.748012], [-0.312115, -6.968900, -3.252496], [0.860427, -0.115313, -2.924651], [2.147868, 1.632930, -4.062223], [4.612367, 1.426522, -4.277282], [5.768440, -0.544940, -3.326202], [4.481081, -2.289092, -2.160923], [2.816455, -1.330501, 0.666758], [4.470308, -1.958400, 2.359105], [5.404938, -4.255361, 2.401566], [4.644575, -5.917585, 0.733804], [2.994744, -5.290618, -0.984881]],
  "forces_ev_per_angstrom": [[-0.24, -1.47, -0.17], [0.11, -0.10, 0.26], [0.28, 0.20, -0.04], [-0.63, -0.06, -0.47], [0.30, -0.02, 0.24], [-0.12, -0.03, -0.14], [0.07, 0.04, 0.05], [-0.02, 0.10, 0.09], [-0.03, -0.04, 0.08], [-0.21, -0.06, 0.08], [0.03, -0.02, -0.13], [-0.06, -0.01, -0.05], [0.05, 0.03, 0.00], [-0.03, 0.00, 0.02], [-0.03, -0.01, -0.03], [0.09, -0.02, 0.07], [-0.03, -0.04, 0.00], [0.03, 0.06, -0.01], [-0.05, 0.03, 0.02], [0.04, -0.02, 0.00], [-0.03, 0.01, 0.03], [0.10, 0.05, -0.06], [-0.06, -0.02, -0.03], [0.02, 0.00, 0.03], [0.01, -0.01, 0.00], [0.01, -0.05, 0.02], [-0.02, 0.11, 0.09], [-0.02, 0.00, 0.02], [0.01, 0.00, 0.00], [0.00, 0.00, 0.01], [-0.04, -0.03, 0.00], [0.03, 0.01, -0.03], [0.03, 0.02, 0.01], [0.01, 0.01, 0.00], [0.02, 0.01, 0.01], [-0.05, 0.02, 0.01], [-1.33, -0.02, -1.10], [-0.01, 0.06, -0.07], [0.04, -0.03, -0.04], [-0.07, 0.11, 0.01], [0.01, -0.06, 0.08], [0.02, 0.05, -0.08], [0.11, -0.18, -0.12], [-0.19, 0.10, 0.12], [-0.13, 0.01, 0.02], [0.13, -0.05, 0.03], [0.00, 0.06, -0.04], [0.07, -0.03, -0.03], [-0.03, 0.00, 0.02], [0.01, 0.00, -0.03], [-0.01, 0.01, -0.01], [-0.01, 0.00, 0.00], [-0.04, 0.07, 0.04], [0.02, -0.03, -0.03], [0.00, -0.02, -0.02], [-0.02, 0.21, 0.14], [0.30, -0.12, 0.06], [1.27, 0.89, 0.64], [0.14, 0.35, 0.36], [-0.04, -0.32, 0.14], [0.21, -0.01, 0.03], [-0.03, -0.02, -0.18], [0.00, 0.01, -0.05], [-0.01, 0.03, 0.04], [0.07, -0.05, -0.01], [-0.09, 0.05, 0.07], [-0.01, 0.00, -0.02], [-0.03, -0.01, 0.07], [0.08, -0.02, -0.06], [-0.16, -0.17, -0.05], [0.02, 0.13, -0.15], [-0.05, -0.14, 0.01], [0.01, -0.02, 0.01], [0.00, -0.05, 0.02], [0.01, 0.10, -0.08], [0.05, -0.02, 0.04], [0.01, 0.10, 0.02], [0.06, 0.04, 0.07], [0.04, -0.03, 0.02], [0.02, 0.01, 0.02], [-0.04, -0.04, -0.05], [-0.01, -0.04, 0.01], [0.00, 0.06, 0.02], [-0.02, -0.01, -0.01], [-0.02, 0.01, 0.00], [0.00, 0.01, -0.02], [0.02, 0.02, 0.00], [0.02, -0.04, 0.00], [-0.02, 0.01, 0.04], [0.02, 0.00, 0.05], [-0.01, 0.02, 0.03], [-0.05, 0.02, -0.01], [0.05, 0.06, 0.03], [0.08, 0.05, 0.10], [-0.03, -0.01, 0.02], [0.00, 0.03, -0.02], [-0.01, -0.02, 0.00], [0.01, -0.03, 0.01], [-0.02, -0.01, 0.03], [0.00, 0.03, -0.01], [-0.01, 0.02, 0.05], [0.04, 0.01, -0.06], [-0.03, 0.01, -0.01], [-0.04, -0.05, -0.01], [0.04, 0.04, -0.02], [-0.04, -0.07, -0.03], [0.17, 0.00, -0.01], [-0.01, -0.13, -0.09], [-0.01, 0.05, 0.04], [-0.32, 0.25, 0.31], [-0.06, -0.13, -0.04], [0.08, 0.13, -0.10], [-0.06, -0.05, 0.05], [0.03, 0.06, -0.04], [0.02, -0.05, 0.04], [0.07, 0.07, 0.00], [0.05, 0.12, -0.11], [0.00, 0.03, 0.07], [0.04, -0.10, -0.03], [-0.03, 0.06, 0.01], [0.01, -0.09, -0.06], [0.03, -0.08, -0.01], [0.01, 0.00, 0.00], [0.00, -0.01, 0.00], [-0.01, 0.00, 0.02], [0.02, 0.04, 0.02], [0.00, -0.02, -0.02], [-0.01, -0.05, 0.02], [0.03, 0.02, -0.01], [0.00, 0.00, 0.00], [0.00, 0.02, -0.01], [-0.03, 0.00, 0.00], [-0.02, 0.01, -0.06], [0.06, -0.01, 0.00], [0.01, 0.00, 0.01], [0.00, 0.01, 0.01], [0.01, 0.04, 0.04]],
  "mulliken_charge": [1.22, -0.54, -0.15, 0.58, -1.01, -0.57, -0.88, -0.70, 0.79, 0.50, 0.77, -0.34, -0.78, -0.54, -0.74, -0.11, 0.81, -0.24, -0.67, -0.80, -0.75, -0.29, 0.51, 0.38, 0.41, 0.46, 0.37, 0.42, 0.36, 0.40, 0.39, 0.16, 0.31, 0.32, 0.41, 0.20, -0.92, 0.06, -0.81, -0.31, -0.89, -0.43, 0.72, 0.54, -0.35, -0.24, -0.66, -0.01, 0.51, 0.36, 0.36, 0.15, 0.31, 0.44, 0.16, -1.35, 1.65, -0.88, -0.79, 0.91, -1.49, 1.52, -1.27, -1.16, 0.87, -1.54, -1.04, 1.97, -1.10, 0.30, 0.65, -1.97, -0.73, 0.74, -1.66, -1.02, 0.83, -1.42, 0.42, -0.02, 0.25, 0.11, 0.13, 0.35, 0.20, 0.35, 0.28, 0.33, 0.27, 0.39, 0.04, -0.01, 0.23, 0.32, 0.55, 0.38, 0.39, 0.29, 0.35, 0.31, 0.49, -0.21, 0.25, -0.45, -0.65, 0.14, -0.25, -0.51, -0.73, 0.80, 0.00, -0.14, -0.84, -0.58, -0.75, 0.08, 0.05, -0.17, -0.47, -0.73, -0.81, -0.31, 0.33, 0.36, 0.33, 0.51, 0.38, 0.51, 0.47, 0.36, 0.37, 0.46, 0.68, 0.35, 0.37, 0.34, 0.41]
}